Density functional theory data (ωB97M-V with the def2-TZVPD basis set) for a cluster of 2 separate species, C14H35B2IN2O4P2 in total.

- Total charge: 0
- Orbital gap: 5.202 eV
- Highest occupied orbital energy: -5.91 eV

Last column: Mulliken charge in e.
Geometry (Å):
C  -0.082  -1.687  0.354  -1.018
C  0.159  -2.956  0.810  -0.301
B  0.016  -4.309  -0.048  0.705
C  1.536  -4.988  -0.265  -0.817
C  2.374  -4.549  -1.466  -0.573
C  2.385  -3.061  -1.761  -1.057
I  1.972  -5.719  -3.252  -0.022
P  -0.954  -4.019  -1.724  -0.159
P  -2.954  -3.255  -1.418  0.835
O  -3.959  -4.142  -0.817  -0.701
O  -2.966  -1.838  -0.646  -0.456
O  -3.467  -2.817  -2.908  -0.537
B  -0.758  -5.382  1.057  0.067
N  -2.051  -6.011  0.880  -0.578
O  -0.094  -5.756  2.234  -0.651
H  0.438  -1.210  -0.467  0.432
H  -0.859  -1.102  0.853  0.119
H  0.480  -3.025  1.853  0.142
H  2.117  -4.766  0.629  0.289
H  1.425  -6.067  -0.323  0.393
H  3.404  -4.809  -1.247  0.616
H  2.561  -2.556  -0.812  0.170
H  1.497  -2.707  -2.267  0.228
H  3.260  -2.851  -2.373  0.535
H  -1.238  -5.313  -2.224  0.036
H  -2.410  -1.234  -1.170  0.266
H  -3.294  -3.585  -3.479  0.333
H  -2.323  -6.118  -0.086  0.239
H  -2.786  -5.563  1.409  0.209
H  0.310  -4.985  2.655  0.282
C  -0.617  6.419  -1.035  -1.305
C  -1.334  5.839  0.182  -0.407
C  -0.423  5.656  1.398  -0.839
C  0.698  4.628  1.306  -0.583
N  0.283  3.187  1.123  0.558
C  0.147  2.838  -0.348  -0.452
C  1.547  2.472  -0.791  -0.821
C  2.060  1.653  0.386  -0.051
C  1.404  2.261  1.622  -0.675
C  -0.968  2.854  1.865  -1.237
H  0.228  5.803  -1.353  0.264
H  -1.303  6.492  -1.878  0.358
H  -0.241  7.421  -0.825  0.392
H  -1.829  4.904  -0.090  0.238
H  -2.134  6.524  0.468  0.473
H  -1.033  5.446  2.279  0.341
H  0.059  6.614  1.610  0.496
H  1.251  4.664  2.242  0.307
H  1.395  4.868  0.505  0.391
H  -0.520  1.980  -0.415  0.466
H  -0.279  3.679  -0.887  0.144
H  2.161  3.362  -0.945  0.237
H  1.545  1.912  -1.723  0.531
H  3.145  1.659  0.453  0.402
H  1.747  0.612  0.289  -0.170
H  2.096  2.839  2.228  0.233
H  0.953  1.493  2.244  0.438
H  -1.802  3.404  1.441  0.360
H  -0.828  3.110  2.912  0.427
H  -1.150  1.787  1.759  0.458

Atoms 1-3, force components in eV/Å:
-0.2 0.4 0.9
0.6 0.1 -1.2
1.7 0.0 0.8